The following is a DFT calculation (ωB97M-V with the def2-TZVPD basis set) of a molecular structure, C56H52Cl8F8O2 at a distorted geometry.

As for the HOMO energy: -7.830 eV. Its spin multiplicity is 1. The value obtained for the HOMO-LUMO gap is 0.288 hartree.

Element x y z (Å)
1 C -1.889 2.141 3.459
2 Cl -0.833 3.070 2.423
3 Cl -1.767 0.437 3.048
4 Cl -1.429 2.335 5.222
5 Cl -3.513 2.733 3.237
6 C -1.102 1.068 -4.591
7 Cl 0.185 0.485 -3.582
8 Cl -1.404 -0.146 -5.896
9 Cl -2.551 1.221 -3.699
10 Cl -0.557 2.571 -5.259
11 C -0.299 0.060 -1.468
12 C 0.281 0.542 -0.218
13 O 1.435 0.360 0.132
14 C -0.614 1.372 0.777
15 H -1.122 -0.592 -1.175
16 H 0.382 -0.529 -2.083
17 H -0.760 0.849 -2.062
18 H -1.369 0.714 1.208
19 H -1.139 2.194 0.290
20 H -0.008 1.695 1.624
21 C -1.253 3.836 0.141
22 C -2.154 3.497 -1.061
23 O -1.740 2.625 -1.861
24 C -3.451 4.240 -1.179
25 H -1.756 3.514 1.053
26 H -0.983 4.891 0.194
27 H -0.312 3.297 0.033
28 H -3.124 5.269 -1.032
29 H -4.172 4.094 -0.375
30 H -3.937 3.933 -2.106
31 F -1.265 -1.137 0.016
32 C -2.332 -1.792 0.556
33 C -3.592 -1.564 0.041
34 C -4.687 -2.177 0.625
35 C -4.485 -3.106 1.641
36 C -3.250 -3.313 2.170
37 C -2.144 -2.643 1.640
38 H -3.586 -0.885 -0.800
39 H -5.634 -1.943 0.161
40 H -5.362 -3.595 2.039
41 H -3.004 -3.998 2.968
42 H -1.169 -2.892 2.031
43 F 1.203 2.854 2.034
44 C 1.217 1.860 2.986
45 C 0.868 0.522 2.611
46 C 0.774 -0.418 3.645
47 C 1.081 -0.070 4.979
48 C 1.459 1.217 5.348
49 C 1.434 2.176 4.306
50 H 0.734 0.226 1.581
51 H 0.430 -1.410 3.394
52 H 1.072 -0.795 5.780
53 H 1.554 1.554 6.370
54 H 1.564 3.200 4.623
55 F -1.185 -4.087 0.596
56 C 0.095 -3.636 0.715
57 C 1.118 -4.595 0.997
58 C 2.462 -4.257 1.193
59 C 2.803 -2.917 1.253
60 C 1.774 -1.943 0.998
61 C 0.481 -2.302 0.699
62 H 0.826 -5.633 1.056
63 H 3.190 -5.031 1.386
64 H 3.853 -2.673 1.330
65 H 2.120 -0.920 1.003
66 H -0.290 -1.554 0.590
67 F 5.668 -1.994 -0.335
68 C 4.505 -1.975 -1.022
69 C 4.161 -0.886 -1.800
70 C 2.925 -0.801 -2.440
71 C 2.051 -1.889 -2.331
72 C 2.470 -3.108 -1.733
73 C 3.709 -3.152 -1.093
74 H 4.761 0.006 -1.893
75 H 2.672 0.146 -2.894
76 H 1.044 -1.912 -2.722
77 H 1.874 -3.999 -1.607
78 H 4.027 -3.996 -0.499
79 F 4.609 1.312 -0.947
80 C 4.640 0.659 0.242
81 C 3.365 0.419 0.862
82 C 3.364 -0.163 2.102
83 C 4.618 -0.594 2.620
84 C 5.823 -0.447 1.989
85 C 5.829 0.137 0.745
86 H 2.435 0.723 0.403
87 H 2.502 -0.326 2.731
88 H 4.639 -1.238 3.486
89 H 6.676 -0.804 2.546
90 H 6.782 0.352 0.286
91 F 1.557 4.828 -4.459
92 C 1.970 3.778 -3.754
93 C 0.992 3.060 -3.037
94 C 1.474 2.131 -2.149
95 C 2.787 1.806 -2.018
96 C 3.722 2.429 -2.850
97 C 3.323 3.430 -3.737
98 H -0.054 3.306 -2.930
99 H 0.754 1.554 -1.589
100 H 3.107 1.257 -1.144
101 H 4.765 2.158 -2.770
102 H 4.013 3.980 -4.361
103 F -7.608 2.436 1.907
104 C -6.357 1.974 1.633
105 C -5.807 0.966 2.446
106 C -4.518 0.451 2.120
107 C -3.823 1.029 1.048
108 C -4.424 2.091 0.348
109 C -5.687 2.514 0.580
110 H -6.435 0.568 3.231
111 H -4.050 -0.312 2.724
112 H -2.828 0.645 0.876
113 H -3.833 2.613 -0.391
114 H -6.019 3.348 -0.020
115 F 0.261 -4.458 -1.336
116 C -0.283 -3.574 -2.223
117 C -0.414 -3.899 -3.565
118 C -1.068 -2.955 -4.419
119 C -1.588 -1.790 -3.829
120 C -1.475 -1.545 -2.492
121 C -0.763 -2.382 -1.721
122 H -0.091 -4.868 -3.918
123 H -1.159 -3.233 -5.459
124 H -2.098 -1.065 -4.446
125 H -1.862 -0.620 -2.091
126 H -0.803 -2.219 -0.654